# 1
{"formula": "C18H28NO5P2Pd", "method": "the ωB97M-V functional and the def2-TZVPD basis", "species": ["Pd", "P", "C", "C", "N", "C", "C", "C", "C", "C", "P", "H", "H", "H", "H", "H", "H", "H", "H", "O", "H", "H", "O", "H", "C", "H", "H", "H", "C", "H", "H", "H", "C", "H", "H", "H", "C", "H", "H", "H", "O", "C", "C", "C", "C", "C", "C", "C", "O", "O", "H", "H", "H", "H", "H"], "xyz": [[0.543, 0.457, 0.123], [-1.029, 1.497, 1.448], [-0.674, 3.176, 1.012], [0.450, 3.485, 0.217], [1.192, 2.431, -0.290], [2.415, 2.613, -0.770], [3.018, 3.863, -0.726], [2.227, 4.976, -0.443], [0.918, 4.813, -0.044], [3.167, 1.411, -1.254], [2.055, 0.016, -1.612], [0.286, 5.654, 0.220], [4.060, 3.937, -1.007], [2.683, 5.954, -0.446], [3.720, 1.629, -2.166], [3.878, 1.067, -0.496], [-3.431, 3.105, -1.722], [-1.536, 3.871, 0.929], [-1.620, 0.584, -2.729], [-2.896, 2.863, -2.512], [-2.712, 3.699, -2.988], [-0.560, 0.251, -1.466], [-1.325, -0.154, -2.175], [-2.021, -0.505, -1.514], [1.461, 0.430, -3.274], [2.318, 0.407, -3.954], [0.719, -0.300, -3.621], [1.032, 1.441, -3.273], [2.996, -1.522, -1.594], [2.384, -2.324, -2.035], [3.933, -1.422, -2.159], [3.242, -1.785, -0.553], [-0.546, 1.382, 3.181], [-1.395, 1.600, 3.841], [-0.182, 0.369, 3.396], [0.250, 2.124, 3.334], [-2.700, 0.825, 1.239], [-2.681, -0.270, 1.182], [-3.322, 1.089, 2.101], [-3.184, 1.212, 0.336], [-2.507, -4.400, -0.396], [-1.820, -4.568, 0.745], [-2.042, -5.740, 1.495], [-1.340, -5.927, 2.677], [-0.365, -5.005, 3.088], [-0.136, -3.860, 2.326], [-0.889, -3.587, 1.180], [-0.787, -2.293, 0.428], [0.176, -1.539, 0.819], [-1.645, -1.983, -0.471], [-2.318, -3.456, -0.681], [-2.769, -6.478, 1.143], [-1.535, -6.806, 3.295], [0.213, -5.168, 4.007], [0.633, -3.138, 2.605]], "forces_ev_per_a": [[0.648, -2.240, 0.971], [-0.512, 0.393, 0.127], [-1.852, 0.990, -1.602], [0.919, 0.123, -0.775], [0.163, 0.880, 0.839], [-0.157, 0.115, 0.380], [-0.166, 0.402, -0.569], [0.563, -0.193, 0.185], [-0.656, -0.783, 0.731], [0.128, -0.501, 0.182], [-0.074, 0.887, -1.279], [0.118, -0.024, -0.022], [-0.028, 0.236, 0.060], [-0.098, 0.178, -0.198], [0.213, 0.091, -0.035], [0.073, 0.186, -0.013], [0.417, -0.009, -1.090], [0.811, -0.076, 0.755], [-0.689, 0.452, -0.169], [0.043, 0.350, 0.742], [-0.325, -0.568, 0.362], [-0.988, -0.776, -0.962], [0.459, 0.479, 1.889], [0.905, -0.035, -1.024], [0.076, -0.428, -0.213], [-0.127, 0.044, -0.082], [0.243, 0.200, 0.007], [0.120, -0.235, 0.053], [-0.088, -0.372, 0.228], [0.225, 0.244, 0.153], [-0.243, 0.101, 0.025], [-0.103, 0.061, -0.350], [0.346, -0.325, 0.110], [0.085, 0.040, -0.170], [-0.024, 0.235, 0.122], [-0.189, -0.345, 0.123], [-0.434, 0.372, 0.022], [0.266, 0.249, -0.005], [0.032, 0.105, -0.062], [0.131, -0.024, 0.100], [1.101, -0.302, 2.247], [-1.302, 0.478, -2.243], [0.067, -1.166, 1.021], [-0.483, -0.471, -0.282], [-0.095, -0.652, 0.473], [-0.162, 1.586, -1.634], [0.569, -0.022, 0.778], [0.513, 1.265, 0.010], [-0.998, -0.780, -0.428], [0.975, -0.746, 1.367], [-0.112, -0.001, -0.248], [0.241, 0.326, 0.079], [0.049, 0.239, -0.276], [-0.302, 0.004, -0.448], [-0.294, -0.235, 0.039]], "orbital_gap_ev": [7.2, 6.0], "s2": 6.07, "mol_weight_g_mol": 506.8, "charge": 3, "lumo_ha": [-0.3149, -0.4602], "spin_multiplicity": 5}

---

# 2
{"formula": "C18H28O4S2", "method": "the ωB97M-V functional and the def2-TZVPD basis", "species": ["C", "C", "C", "C", "H", "H", "S", "O", "C", "C", "C", "H", "H", "S", "O", "C", "C", "C", "C", "H", "H", "H", "H", "H", "H", "H", "H", "H", "H", "O", "C", "O", "C", "C", "C", "C", "C", "C", "H", "H", "H", "H", "H", "H", "H", "H", "H", "H", "H", "H", "H", "H"], "xyz": [[4.807, 1.865, 3.997], [4.004, 2.281, 2.771], [3.577, 1.074, 1.939], [2.755, 1.483, 0.732], [3.244, 2.269, 0.157], [2.543, 0.632, 0.087], [1.159, 2.220, 1.318], [0.594, 1.247, 2.264], [0.234, 1.950, -0.282], [-0.348, 0.540, -0.295], [-1.689, 0.472, 0.407], [-1.645, 0.974, 1.368], [-2.471, 0.902, -0.216], [-2.128, -1.325, 0.649], [-3.562, -1.351, 0.950], [-1.237, -1.549, 2.275], [-2.183, -1.446, 3.456], [-2.572, -0.007, 3.786], [-3.328, 0.074, 5.107], [-4.230, -0.532, 5.064], [-2.709, -0.287, 5.926], [-3.614, 1.101, 5.321], [-1.671, 0.609, 3.843], [-3.211, 0.381, 2.991], [-1.704, -1.900, 4.328], [-3.087, -2.017, 3.230], [-0.801, -2.547, 2.216], [-0.440, -0.811, 2.333], [0.364, -0.139, 0.195], [-0.543, 0.072, -1.632], [0.530, -0.424, -2.264], [1.636, -0.432, -1.773], [0.207, -0.946, -3.608], [1.257, -1.336, -4.437], [0.993, -1.834, -5.698], [-0.317, -1.948, -6.136], [-1.364, -1.566, -5.311], [-1.109, -1.065, -4.049], [-1.917, -0.772, -3.397], [-2.384, -1.662, -5.654], [-0.524, -2.338, -7.121], [1.806, -2.135, -6.341], [2.269, -1.241, -4.073], [-0.553, 2.700, -0.342], [0.939, 2.098, -1.096], [2.969, 0.409, 2.558], [4.457, 0.518, 1.610], [4.603, 2.955, 2.154], [3.109, 2.823, 3.089], [4.213, 1.216, 4.636], [5.705, 1.326, 3.700], [5.104, 2.737, 4.574]], "forces_ev_per_a": [[-0.128, 0.180, -0.149], [0.097, -0.308, 0.126], [-0.071, 0.366, 0.133], [-0.395, 0.023, 0.202], [0.042, 0.076, -0.130], [-0.150, 0.051, -0.073], [0.614, 0.330, -1.719], [-0.486, -0.727, 1.062], [0.261, 0.106, 0.423], [0.382, -0.107, 0.549], [0.129, -0.763, -0.142], [-0.012, -0.017, 0.029], [-0.104, -0.078, -0.031], [1.324, 0.887, 0.355], [-1.326, -0.206, 0.109], [-0.102, -0.238, -0.418], [-0.152, 0.299, -0.166], [-0.073, -0.180, 0.202], [0.083, 0.080, -0.210], [-0.118, -0.055, 0.057], [0.027, -0.036, 0.123], [-0.071, 0.067, 0.100], [0.009, 0.047, -0.085], [0.073, 0.048, -0.074], [0.044, -0.045, -0.034], [0.011, -0.043, 0.121], [0.031, -0.011, -0.040], [0.134, 0.034, -0.067], [-0.135, 0.141, -0.081], [-0.274, 0.128, -0.199], [0.327, 0.015, 0.202], [-0.117, 0.009, -0.080], [-0.092, -0.125, -0.317], [-0.062, 0.085, 0.206], [0.021, -0.014, -0.042], [-0.027, 0.000, 0.002], [-0.061, -0.037, -0.085], [0.149, 0.047, 0.107], [-0.073, 0.022, 0.026], [-0.080, -0.009, -0.020], [-0.020, -0.030, -0.076], [0.065, -0.019, -0.043], [0.072, 0.000, 0.026], [-0.007, 0.051, 0.011], [0.054, 0.019, -0.040], [0.068, -0.089, -0.015], [-0.040, -0.037, -0.043], [-0.066, 0.077, -0.039], [0.066, 0.112, 0.009], [-0.024, -0.084, 0.109], [0.109, -0.067, 0.017], [0.072, 0.024, 0.117]], "orbital_gap_ev": 9.0, "mol_weight_g_mol": 372.6, "lumo_ha": 0.0109}

---

# 3
{"formula": "C18H29AlN2O2P2", "method": "the ωB97M-V functional and the def2-TZVPD basis", "species": ["C", "C", "N", "C", "C", "C", "C", "P", "Al", "P", "C", "C", "C", "C", "C", "C", "C", "O", "O", "H", "H", "H", "C", "C", "H", "H", "H", "H", "C", "C", "H", "H", "H", "H", "H", "H", "H", "H", "H", "H", "H", "H", "H", "H", "H", "H", "H", "H", "H", "H", "H", "H", "N", "C"], "xyz": [[-0.948, 3.550, -2.520], [-1.048, 2.384, -1.788], [0.065, 1.803, -1.256], [1.247, 2.465, -1.262], [1.377, 3.640, -1.981], [0.285, 4.183, -2.645], [-2.419, 1.780, -1.542], [-2.441, 0.259, -0.496], [-0.184, 0.059, -0.540], [2.598, 0.461, 0.484], [2.444, 2.019, -0.445], [0.938, -1.565, 1.613], [0.185, -1.039, 2.688], [-0.467, -1.841, 3.584], [-0.247, -3.233, 3.429], [0.519, -3.748, 2.383], [1.105, -2.905, 1.414], [-2.610, -1.662, -6.248], [0.251, -1.815, -1.644], [-1.855, 3.952, -2.969], [2.355, 4.119, -1.993], [0.385, 5.091, -3.232], [-3.083, 0.812, 1.110], [-3.681, -0.829, -1.240], [3.322, 2.017, -1.114], [2.643, 2.798, 0.315], [-2.864, 1.543, -2.419], [-3.055, 2.514, -1.018], [3.526, 0.773, 1.982], [3.427, -0.762, -0.523], [0.487, 1.042, 2.814], [-1.087, -1.407, 4.366], [-0.699, -3.921, 4.145], [0.659, -4.827, 2.296], [1.631, -3.251, 0.526], [0.604, -4.233, -2.916], [-0.588, -2.277, -1.785], [-1.731, -1.904, -6.232], [-2.607, -0.695, -6.170], [-0.173, -4.498, -2.524], [-4.159, 0.601, 1.166], [-2.554, 0.265, 1.901], [-2.902, 1.886, 1.239], [-4.693, -0.451, -1.037], [-3.516, -0.900, -2.325], [-3.568, -1.828, -0.796], [4.474, -0.450, -0.650], [3.389, -1.737, -0.020], [2.934, -0.854, -1.499], [4.574, 0.972, 1.721], [3.111, 1.643, 2.509], [3.485, -0.104, 2.640], [0.144, 0.294, 2.210], [1.014, -0.192, 1.008]], "forces_ev_per_a": [[-1.015, -1.566, 0.819], [-1.034, 2.296, -1.472], [-0.767, -3.288, 1.814], [1.411, 1.818, -0.892], [0.394, -0.941, 0.730], [0.653, 1.343, -0.961], [1.218, 0.599, 3.090], [0.792, 0.999, -0.488], [1.052, -2.366, -2.091], [-2.235, -0.055, 0.435], [0.513, 0.274, 0.240], [-0.592, 0.697, 0.852], [0.381, -0.757, -0.764], [-0.012, -0.359, 0.387], [-0.016, 0.314, 0.081], [0.151, 0.035, -0.151], [0.090, -0.264, -0.106], [-2.983, 1.327, -0.027], [-0.516, 2.293, 1.462], [0.180, 0.044, 0.133], [-0.185, 0.064, -0.029], [0.022, -0.155, 0.102], [-0.565, -0.393, 0.485], [-0.480, -0.367, 0.067], [-0.127, 0.057, 0.261], [-0.041, -0.257, -0.160], [-1.453, -0.705, -2.915], [0.191, -0.109, -0.289], [1.064, 0.293, 0.090], [0.390, -0.368, -0.037], [0.052, -0.132, -0.132], [0.030, -0.340, -0.027], [0.112, 0.168, -0.198], [-0.114, 0.318, 0.059], [-0.222, -0.278, 0.247], [-3.236, -1.074, 1.629], [0.239, 0.159, -0.023], [3.001, -0.874, 0.100], [-0.015, -0.443, -0.038], [3.211, 0.962, -1.658], [0.076, 0.179, 0.163], [-0.211, 0.207, -0.169], [0.038, -0.340, -0.081], [0.175, -0.176, -0.118], [0.030, 0.020, 0.421], [-0.153, 0.235, -0.179], [-0.173, -0.137, -0.049], [0.046, 0.241, -0.111], [0.009, 0.074, 0.301], [-0.093, 0.064, 0.285], [0.090, -0.288, -0.218], [-0.085, 0.120, -0.233], [0.678, 0.358, 0.108], [0.034, 0.473, -0.744]], "orbital_gap_ev": [4.5, 3.4], "mol_weight_g_mol": 394.4, "lumo_ha": [0.0105, 0.0134]}